Record 1
{"formula": "C18H34Cl9N2O2S", "method": "the ωB97M-V functional and the def2-TZVPD basis", "symbols": ["C", "C", "C", "C", "N", "C", "C", "Cl", "N", "C", "S", "C", "C", "C", "C", "C", "O", "O", "C", "C", "H", "H", "H", "H", "H", "H", "H", "H", "H", "H", "H", "H", "H", "H", "H", "H", "H", "H", "H", "H", "H", "H", "H", "H", "H", "H", "C", "Cl", "Cl", "H", "H", "C", "Cl", "Cl", "H", "H", "C", "Cl", "Cl", "H", "H", "C", "Cl", "Cl", "H", "H"], "positions_angstrom": [[-2.277, -2.214, 0.796], [-2.229, -0.795, 0.222], [-0.798, -0.414, -0.099], [-0.656, 1.022, -0.639], [0.687, 1.546, -0.337], [0.714, 2.715, 0.466], [2.067, 3.223, 0.837], [3.460, 2.926, 0.005], [1.998, 3.950, 1.897], [0.640, 4.036, 2.445], [-0.276, 5.507, 1.901], [-0.029, 2.791, 1.843], [0.171, 1.476, 2.608], [0.372, 1.592, 4.116], [0.479, 0.177, 4.680], [1.716, -0.480, 4.112], [2.838, -0.095, 4.373], [1.505, -1.479, 3.198], [1.168, -2.746, 3.801], [1.025, -3.772, 2.686], [-1.983, -2.931, 0.042], [-1.573, -2.271, 1.625], [-3.258, -2.461, 1.186], [-2.654, -0.124, 0.970], [-2.845, -0.748, -0.671], [-0.134, -0.592, 0.743], [-0.462, -1.081, -0.892], [-1.442, 1.656, -0.237], [-0.744, 1.013, -1.727], [1.309, 0.823, -0.006], [0.315, 3.545, -0.141], [2.788, 4.429, 2.309], [0.663, 4.047, 3.526], [0.543, 6.501, 2.277], [-1.079, 3.041, 1.734], [-0.727, 0.890, 2.450], [1.042, 0.980, 2.189], [-0.499, 2.048, 4.583], [1.266, 2.149, 4.379], [-0.381, -0.409, 4.367], [0.528, 0.164, 5.763], [0.218, -2.630, 4.323], [1.940, -3.050, 4.501], [1.803, -4.522, 2.741], [1.064, -3.256, 1.733], [0.064, -4.272, 2.730], [-0.515, -2.888, -3.909], [-2.260, -2.777, -3.654], [0.272, -3.846, -2.647], [-0.336, -3.361, -4.862], [-0.099, -1.889, -3.903], [0.054, 0.848, -5.953], [-0.629, -0.728, -6.348], [0.226, 1.122, -4.204], [1.039, 0.914, -6.398], [-0.595, 1.615, -6.359], [-1.911, -7.021, -4.848], [-1.255, -7.104, -3.210], [-1.378, -5.563, -5.697], [-1.570, -7.883, -5.407], [-2.992, -7.011, -4.787], [0.760, 4.791, -3.583], [-0.853, 4.909, -2.871], [1.872, 3.940, -2.500], [0.693, 4.234, -4.510], [1.140, 5.789, -3.760]], "forces_ev_per_angstrom": [[0.06, 0.53, 0.04], [0.06, -0.60, 0.55], [-0.32, 0.25, -0.94], [0.66, -0.69, -0.14], [0.19, 0.23, 0.20], [-0.64, 0.27, -0.33], [-0.50, -0.08, 0.06], [0.46, -0.10, 0.02], [0.39, 0.06, 0.26], [-0.16, 0.20, 0.39], [-0.30, 0.09, -0.49], [0.31, 0.23, -0.05], [0.07, 1.05, 0.47], [-0.48, -0.46, -0.01], [0.13, -0.42, -0.19], [1.43, 0.24, 0.33], [-1.27, -0.32, -0.46], [0.37, 0.28, 0.35], [-0.48, -0.28, -0.42], [-0.17, 0.19, 0.13], [0.04, -0.32, -0.14], [0.12, -0.17, 0.14], [-0.19, -0.12, -0.08], [-0.05, 0.29, -0.04], [-0.13, 0.17, -0.17], [-0.04, 0.10, 0.28], [0.20, -0.23, -0.01], [0.02, 0.25, 0.14], [-0.39, 0.04, 0.14], [-0.08, -0.14, 0.10], [0.00, 0.11, -0.07], [0.10, 0.05, -0.09], [0.29, -0.13, 0.14], [0.18, -0.24, 0.21], [-0.18, -0.24, -0.21], [0.07, -0.43, -0.28], [-0.04, -0.39, -0.10], [-0.02, 0.33, 0.03], [0.14, 0.09, 0.06], [-0.23, 0.02, 0.07], [0.10, 0.11, 0.15], [-0.03, 0.01, 0.24], [0.14, 0.20, 0.17], [0.17, -0.09, -0.16], [0.14, -0.03, -0.20], [-0.12, -0.13, 0.08], [0.04, 0.07, 0.19], [0.00, 0.10, 0.05], [0.05, 0.10, 0.02], [0.01, -0.10, -0.03], [-0.02, 0.02, 0.13], [0.09, 0.06, -0.16], [-0.03, 0.13, -0.05], [0.00, -0.03, -0.15], [0.04, -0.04, 0.05], [-0.08, -0.01, 0.09], [-0.03, -0.11, 0.10], [-0.06, -0.09, -0.04], [-0.05, -0.13, -0.21], [0.08, 0.02, 0.01], [0.00, 0.09, 0.02], [-0.10, 0.06, -0.04], [0.01, 0.00, -0.02], [0.03, 0.12, -0.24], [-0.01, -0.09, 0.05], [0.00, 0.02, 0.07]], "nbo_charge": [-0.60, -0.40, -0.41, -0.22, -0.62, -0.14, 0.39, 0.23, -0.48, -0.18, 0.02, -0.23, -0.42, -0.38, -0.52, 0.81, -0.55, -0.56, -0.07, -0.63, 0.22, 0.19, 0.22, 0.18, 0.21, 0.20, 0.22, 0.19, 0.21, 0.37, 0.28, 0.45, 0.25, 0.14, 0.24, 0.24, 0.20, 0.22, 0.21, 0.22, 0.25, 0.17, 0.19, 0.22, 0.23, 0.22, -0.39, -0.03, -0.03, 0.23, 0.22, -0.39, -0.01, -0.05, 0.23, 0.23, -0.39, -0.02, -0.04, 0.23, 0.23, -0.39, -0.02, -0.05, 0.23, 0.23], "mol_weight_g_mol": 661.63, "homo_energy_ev": -12.04, "total_charge": 1, "gap_ev": 8.05}

Record 2
{"formula": "C18H34ClN2O5S", "method": "the ωB97M-V functional and the def2-TZVPD basis", "symbols": ["C", "C", "C", "C", "C", "C", "C", "N", "C", "C", "C", "C", "S", "O", "O", "Cl", "C", "C", "O", "C", "C", "O", "H", "H", "H", "H", "H", "H", "H", "H", "H", "H", "H", "H", "H", "H", "H", "H", "H", "H", "H", "H", "H", "H", "H", "H", "H", "H", "H", "C", "O", "N", "C", "C", "H", "H", "H", "H", "H", "H", "H"], "positions_angstrom": [[-3.221, 1.864, 0.381], [-3.718, 0.636, 0.431], [-4.211, -0.909, 0.590], [-3.450, -1.790, -0.534], [-2.614, -3.057, 0.100], [-1.102, -2.506, 0.350], [-0.028, -3.660, 0.703], [1.164, -3.205, 1.505], [2.369, -2.811, 0.674], [2.059, -1.726, -0.479], [3.323, -0.716, -0.768], [2.758, 0.390, -1.825], [1.569, 1.610, -1.081], [0.170, 1.016, -1.301], [1.573, 2.973, -1.737], [1.794, 1.699, 1.013], [0.816, -2.165, 2.573], [1.184, -2.686, 4.083], [2.498, -2.220, 4.478], [2.448, -0.975, 5.234], [-0.793, -1.848, 2.616], [-1.148, -1.391, 1.284], [-2.798, 2.879, 0.068], [-5.358, -0.940, 0.539], [-3.803, -1.268, 1.622], [-2.660, -1.083, -1.023], [-4.131, -2.128, -1.411], [-3.111, -3.496, 1.040], [-2.592, -3.885, -0.700], [-0.770, -2.053, -0.675], [-0.488, -4.561, 1.288], [0.366, -4.100, -0.290], [1.475, -4.042, 2.058], [3.107, -2.294, 1.420], [2.920, -3.755, 0.299], [1.199, -1.050, -0.122], [1.772, -2.308, -1.450], [3.636, -0.273, 0.246], [4.199, -1.271, -1.276], [2.148, -0.220, -2.612], [3.623, 0.876, -2.414], [1.369, -1.166, 2.417], [1.164, -3.843, 4.176], [0.325, -2.312, 4.783], [3.052, -0.156, 4.669], [1.394, -0.544, 5.393], [2.943, -1.103, 6.276], [-1.043, -0.977, 3.347], [-1.404, -2.761, 2.973], [-1.336, 5.538, -5.485], [-1.117, 4.535, -6.141], [-0.886, 5.766, -4.213], [-1.190, 6.988, -3.499], [-0.081, 4.753, -3.560], [-1.937, 6.371, -5.886], [-0.254, 7.492, -3.242], [-1.735, 6.739, -2.584], [-1.801, 7.657, -4.109], [0.818, 4.573, -4.155], [-0.655, 3.824, -3.501], [0.201, 5.074, -2.556]], "forces_ev_per_angstrom": [[-2.67, -6.82, -0.51], [2.39, 5.58, 0.11], [1.36, 1.55, 0.08], [0.68, 0.22, -0.35], [0.21, 0.53, -0.85], [-0.65, -0.07, -1.41], [-1.35, -1.37, -0.80], [0.51, -0.20, 0.63], [2.27, 1.44, -0.14], [0.28, -0.36, 0.06], [-1.24, -0.49, -0.14], [1.60, -1.82, -0.33], [-6.27, 2.02, -4.09], [4.57, 0.64, 1.46], [1.73, -3.72, 2.58], [0.41, -0.06, -1.10], [-1.60, 1.05, 2.81], [-0.18, -0.05, -0.32], [-2.06, 0.35, 0.38], [0.82, 1.52, 0.57], [0.63, 0.42, -0.38], [0.60, -1.95, 0.74], [-0.94, -2.12, 0.80], [1.87, -0.04, 0.12], [-1.08, 0.77, -1.76], [-1.46, -1.31, 0.85], [0.97, 0.47, 1.79], [0.84, 0.78, -1.27], [0.13, 1.13, 1.25], [-0.58, -0.69, 1.94], [0.60, 1.83, -0.99], [-0.63, 0.74, 1.64], [-0.31, 0.92, -0.65], [-1.35, -1.09, -1.16], [-1.24, 1.44, 0.46], [1.06, -1.14, -0.67], [0.36, 1.32, 1.69], [-0.26, -0.49, -1.75], [-1.39, 0.96, 0.90], [0.61, 1.57, 1.51], [-1.53, -0.19, 1.33], [-0.81, -1.77, -0.18], [0.14, 1.76, -0.38], [1.71, -0.51, -1.13], [-0.98, -1.49, 0.90], [1.41, -0.94, -0.34], [-0.87, -0.01, -1.85], [0.79, -1.52, -1.35], [0.93, 1.20, -0.69], [0.22, -0.10, 0.37], [0.06, 0.23, 0.41], [-0.41, 0.08, -0.83], [0.14, -0.24, 0.01], [-0.08, -0.12, -0.27], [0.01, 0.06, 0.09], [-0.15, 0.14, 0.09], [0.01, 0.22, 0.03], [0.08, -0.14, 0.02], [-0.02, -0.13, 0.17], [0.20, -0.02, 0.08], [-0.09, 0.03, -0.18]], "nbo_charge": [-0.28, -0.04, -0.45, -0.41, -0.44, 0.08, -0.27, -0.39, -0.24, -0.47, -0.41, -0.63, 1.91, -0.88, -0.82, -0.19, -0.11, -0.09, -0.55, -0.29, -0.10, -0.53, 0.27, 0.26, 0.23, 0.24, 0.24, 0.22, 0.23, 0.22, 0.24, 0.25, 0.45, 0.24, 0.24, 0.26, 0.23, 0.24, 0.25, 0.29, 0.29, 0.26, 0.20, 0.21, 0.20, 0.19, 0.22, 0.25, 0.19, 0.53, -0.62, -0.44, -0.40, -0.42, 0.11, 0.20, 0.19, 0.21, 0.21, 0.21, 0.21], "mol_weight_g_mol": 426.00, "homo_energy_ev": -10.38, "total_charge": 1, "gap_ev": 6.66}

Record 3
{"formula": "C18H34F3IN3O8", "method": "the ωB97M-V functional and the def2-TZVPD basis", "symbols": ["N", "C", "N", "C", "C", "C", "I", "N", "C", "C", "O", "C", "O", "C", "C", "C", "F", "F", "F", "H", "H", "H", "H", "H", "H", "H", "H", "H", "H", "H", "H", "H", "H", "H", "H", "H", "H", "C", "C", "O", "C", "O", "O", "C", "H", "H", "H", "H", "H", "H", "H", "H", "C", "C", "O", "C", "O", "O", "C", "H", "H", "H", "H", "H", "H", "H", "H"], "positions_angstrom": [[-2.453, 2.128, -1.625], [-2.771, 3.056, -0.523], [-1.779, 4.107, -0.275], [-0.795, 3.728, 0.796], [0.256, 2.591, 0.365], [-0.169, 1.152, 1.001], [1.657, 0.069, 1.536], [-3.910, 2.904, 0.183], [-4.184, 3.839, 1.316], [-5.142, 5.056, 0.872], [-4.466, 6.072, 0.091], [-4.854, 6.047, -1.280], [-4.133, 6.596, -2.140], [-4.798, 1.779, -0.253], [-6.235, 1.732, 0.460], [-7.302, 1.244, -0.659], [-7.387, 2.337, -1.594], [-8.584, 1.191, -0.045], [-6.935, 0.047, -1.296], [-1.588, 2.468, -2.096], [-3.176, 2.230, -2.371], [-2.212, 5.025, -0.095], [-0.213, 4.688, 1.057], [-1.293, 3.392, 1.777], [0.166, 2.482, -0.781], [1.315, 2.894, 0.680], [-0.835, 0.579, 0.267], [-0.775, 1.287, 1.958], [-4.759, 3.287, 2.153], [-3.253, 4.266, 1.811], [-6.080, 4.733, 0.309], [-5.510, 5.542, 1.852], [-5.830, 5.568, -1.637], [-4.976, 1.729, -1.380], [-4.251, 0.806, 0.049], [-6.631, 2.731, 0.832], [-6.253, 0.960, 1.302], [-0.306, -6.848, 2.887], [1.096, -6.460, 3.317], [1.913, -6.152, 2.180], [1.723, -4.937, 1.644], [0.947, -4.098, 2.036], [2.530, -4.823, 0.576], [2.363, -3.606, -0.146], [-0.273, -7.655, 2.151], [-0.897, -7.175, 3.746], [-0.822, -6.008, 2.415], [1.567, -7.306, 3.822], [1.085, -5.627, 4.024], [2.448, -2.738, 0.512], [1.397, -3.606, -0.659], [3.153, -3.548, -0.896], [7.639, -0.511, -3.842], [7.197, -0.214, -2.422], [6.577, -1.362, -1.828], [7.418, -2.311, -1.386], [8.623, -2.274, -1.437], [6.681, -3.325, -0.899], [7.452, -4.448, -0.475], [6.805, -0.901, -4.431], [8.023, 0.391, -4.323], [8.424, -1.271, -3.861], [6.445, 0.578, -2.434], [8.029, 0.139, -1.806], [8.234, -4.152, 0.227], [7.884, -4.952, -1.343], [6.781, -5.143, 0.030]], "forces_ev_per_angstrom": [[-0.70, 2.91, 1.16], [0.63, 0.08, -1.18], [-1.30, -1.90, 0.48], [1.49, 0.33, 1.09], [-1.13, -0.46, -0.23], [-0.46, 1.06, -0.30], [-1.02, 0.30, -0.30], [2.32, 0.48, -1.60], [-1.77, 0.79, 0.85], [-0.67, 0.08, 1.30], [-1.21, -1.58, -1.79], [2.81, 2.34, -2.80], [-2.64, -2.20, 3.66], [-0.96, -1.73, 0.73], [-0.56, -0.92, -0.85], [-0.47, 1.65, 0.98], [0.19, -2.83, 1.35], [3.05, -0.56, -1.85], [-1.31, 3.00, 1.34], [-0.70, -0.20, 0.82], [0.33, -0.62, 0.89], [0.00, -0.67, -0.02], [-1.01, -1.44, -0.57], [0.50, 0.49, -1.39], [0.69, 0.27, 1.81], [-1.68, -0.50, -0.57], [1.28, 0.56, 1.04], [1.03, -0.17, -1.17], [0.99, 0.64, -1.51], [-1.06, -0.80, -1.06], [1.31, 0.08, 0.75], [0.69, -0.65, -1.55], [1.01, 0.32, 1.26], [0.52, 0.54, 1.61], [-0.78, 1.57, -0.69], [0.55, -1.41, -0.56], [0.03, 1.20, -1.13], [-0.13, 0.13, -0.25], [-0.46, -0.22, 0.43], [0.19, 0.51, -0.18], [-0.07, -0.30, -0.05], [0.33, -0.22, -0.13], [-0.20, -0.07, 0.44], [0.10, 0.38, -0.35], [0.06, -0.04, 0.17], [0.08, 0.00, -0.04], [0.07, 0.00, 0.14], [0.19, 0.12, -0.28], [0.01, 0.04, -0.25], [-0.15, -0.20, -0.05], [0.03, 0.10, 0.18], [0.00, -0.25, 0.18], [0.10, -0.28, -0.08], [0.28, 0.42, -0.40], [0.05, -0.25, 0.39], [0.03, -0.06, -0.20], [-0.52, 0.02, 0.10], [0.10, 0.48, -0.10], [0.21, -0.50, 0.21], [-0.01, 0.16, 0.05], [-0.05, -0.04, 0.05], [0.00, 0.14, 0.08], [-0.12, -0.28, 0.16], [-0.05, -0.25, -0.02], [-0.03, 0.04, -0.23], [0.09, 0.13, 0.13], [-0.13, 0.25, -0.14]], "nbo_charge": [-0.81, 0.76, -0.67, -0.24, -0.45, -0.56, 0.14, -0.36, -0.27, -0.10, -0.52, 0.59, -0.51, -0.25, -0.50, 0.99, -0.35, -0.31, -0.31, 0.42, 0.41, 0.43, 0.25, 0.18, 0.21, 0.26, 0.23, 0.21, 0.25, 0.27, 0.20, 0.23, 0.16, 0.25, 0.26, 0.25, 0.26, -0.64, -0.07, -0.49, 0.98, -0.65, -0.49, -0.26, 0.21, 0.22, 0.22, 0.20, 0.19, 0.19, 0.18, 0.21, -0.64, -0.07, -0.50, 0.98, -0.64, -0.50, -0.26, 0.21, 0.22, 0.23, 0.18, 0.20, 0.20, 0.19, 0.20], "mol_weight_g_mol": 604.38, "homo_energy_ev": -11.80, "total_charge": 1, "gap_ev": 7.66}